# 1
Here is an isolated molecule of CH2BrPSi from OMol25. Energies are from wB97M-V/def2-TZVPD.

Geometry as ORCA input:
```
! wB97M-V def2-TZVPD RIJCOSX def2/J DEFGRID3
* xyz 0 1
C -0.6735 -0.7309 -0.7623
Si 0.5138 0.6298 0.2909
P 1.1711 2.0367 1.9147
Br -1.1662 -2.3491 0.0913
H -1.4887 -0.1066 -0.8647
H 1.6435 0.5201 -0.6699
*
```

The orbital gap (spin up / spin down) comes out at 6.71 / 6.74 eV. As for the LUMO energy (spin up / spin down): -0.0758 / -0.0594 Ha. The energy above the lowest of the compared OMol25 structures with the same formula, charge and spin is 73.47 kcal/mol.

Charges obtained by Mulliken population analysis, quoted in units of e:
1. C -0.378
2. Si 0.263
3. P -0.070
4. Br -0.052
5. H 0.301
6. H -0.064


# 2
Here is an isolated molecule of CH2Cl2N2 from OMol25. Energies are from wB97M-V/def2-TZVPD.

Geometry as ORCA input:
```
! wB97M-V def2-TZVPD RIJCOSX def2/J DEFGRID3
* xyz 0 3
C 0.3380 -0.1975 0.1824
N 1.2011 0.1472 -0.6734
N -0.9298 0.3155 0.1886
Cl -1.2400 1.3190 -1.1349
Cl -2.1991 -0.8065 0.4842
H 0.7064 -0.6331 1.2192
H 2.1235 -0.1445 -0.2661
*
```

The orbital gap (spin up / spin down) comes out at 6.67 / 7.64 eV. The expectation value of S² is 2.018. As for the LUMO energy (spin up / spin down): 0.0159 / -0.1181 Ha. The energy above the lowest of the compared OMol25 structures with the same formula, charge and spin is 35.62 kcal/mol.

Charges obtained by Mulliken population analysis, quoted in units of e:
1. C 0.123
2. N -0.513
3. N 0.047
4. Cl -0.030
5. Cl -0.168
6. H 0.271
7. H 0.271


# 3
Here is a structure of composition CH2Cl2N2O2 from OMol25. Energies are from wB97M-V/def2-TZVPD.

Geometry as ORCA input:
```
! wB97M-V def2-TZVPD RIJCOSX def2/J DEFGRID3
* xyz 0 1
C -0.1008 -0.7944 0.2345
N 1.4095 0.2081 -0.2345
N -1.1748 0.0585 -0.1465
O -1.5973 0.8693 0.6824
O -1.5576 -0.0496 -1.2905
Cl 1.0464 1.4507 -1.3488
Cl 1.8157 0.9178 1.3074
H 0.0872 -1.1780 1.2905
H 0.0718 -1.4824 -0.4945
*
```

The orbital gap comes out at 8.97 eV. As for the LUMO energy: -0.0454 Ha. The energy above the lowest of the compared OMol25 structures with the same formula, charge and spin is 36.01 kcal/mol.

Charges obtained by Mulliken population analysis, quoted in units of e:
1. C -0.299
2. N -0.174
3. N 0.790
4. O -0.496
5. O -0.440
6. Cl 0.000
7. Cl -0.020
8. H 0.347
9. H 0.292